1.
The following is a quantum chemistry calculation of a single C12H10 molecule at a distorted geometry, from the Open Molecules 2025 dataset.

Cartesian coordinates (Å):
C  3.5023  0.0201  0.0359
C  2.8719  1.2041  0.3497
C  1.4106  1.1689  0.2844
C  0.7425  0.0675  -0.0437
C  -0.7168  -0.0438  -0.0211
C  -1.4478  -1.1996  0.2632
C  -2.8577  -1.2381  0.2905
C  -3.5295  -0.0034  0.0114
C  -2.8838  1.1134  -0.2616
C  -1.4494  1.1712  -0.3150
C  1.5123  -1.1575  -0.2737
C  2.8628  -1.2162  -0.3131
H  4.6663  0.1602  -0.2177
H  3.2382  2.0271  0.5355
H  0.7827  2.1892  0.6210
H  -0.9634  -2.0237  0.6570
H  -3.4164  -1.9170  0.6491
H  -4.5510  0.1430  -0.0590
H  -3.2693  2.2541  -0.5564
H  -1.0473  2.1437  -0.6625
H  1.0951  -2.0952  -0.5634
H  3.3596  -2.2014  -0.4455

Force components x, y, z for each atom (eV/Å):
4.04 0.57 -1.56
-6.84 -9.21 -2.51
1.00 4.62 1.91
0.23 -4.16 -0.11
-1.53 3.05 -1.05
-2.03 0.98 0.23
4.15 7.67 -2.54
0.11 -2.58 0.29
3.99 6.10 -1.80
-1.18 -1.82 0.16
-0.76 0.72 -0.52
0.64 1.48 1.32
-2.48 -0.72 1.11
4.37 7.92 1.82
1.86 -2.92 -1.03
1.18 -1.69 0.37
-3.46 -5.57 2.24
-2.24 -0.73 0.33
-0.03 -3.55 0.95
0.29 -1.06 0.47
-1.23 -0.27 0.05
-0.08 1.19 -0.14

The energy above the lowest of the compared OMol25 structures with the same formula, charge and spin is 257.8 kJ/mol. For the HOMO energy, the calculation gives -8.430 eV. As for the SMILES: c1ccc(-c2ccccc2)cc1. As for the strongest force on any atom: 11.74 eV Å⁻¹.

---

2.
The following is a quantum chemistry calculation of a single C12H10 molecule at a distorted geometry, from the Open Molecules 2025 dataset.

Cartesian coordinates (Å):
C  2.1512  2.1794  -1.8892
C  1.1513  2.7057  -0.8960
C  0.4458  1.8755  -0.2278
C  0.4389  0.4820  -0.3819
C  -0.4584  -0.4353  0.3958
C  -1.3830  -1.2000  -0.2685
C  -2.2541  -2.0132  0.4560
C  -2.1499  -2.0794  1.8670
C  -1.1610  -1.3282  2.4485
C  -0.3567  -0.4803  1.8312
C  1.2407  0.0268  -1.3057
C  2.2036  0.8131  -1.9597
H  2.7500  2.6678  -2.5578
H  1.2470  3.8047  -0.6821
H  -0.2452  2.1500  0.6388
H  -1.5686  -1.1887  -1.4927
H  -2.8650  -2.7500  -0.1654
H  -2.8418  -2.9414  2.4597
H  -1.0387  -1.4459  3.7028
H  0.3770  -0.1012  2.3033
H  1.3864  -1.1044  -1.5033
H  2.9305  0.3631  -2.7730

Force components x, y, z for each atom (eV/Å):
-3.29 -1.71 3.24
5.72 4.09 -4.26
-4.65 -2.39 5.35
-1.84 0.34 1.32
0.91 1.57 0.68
-1.44 -0.32 -2.85
-0.30 -1.67 0.05
-2.47 -3.11 -0.92
-1.45 -1.80 6.70
-3.53 -1.99 -6.49
3.75 -4.59 -2.52
0.87 0.04 -2.78
1.35 2.03 -1.06
-0.67 -1.22 -0.21
0.98 0.42 -1.33
0.97 0.20 3.48
0.45 1.24 1.29
2.14 2.84 -1.56
-0.29 0.34 -3.66
5.06 3.25 3.11
-0.68 1.82 0.47
-1.58 0.63 1.96

The energy above the lowest of the compared OMol25 structures with the same formula, charge and spin is 244.9 kJ/mol. For the HOMO energy, the calculation gives -8.854 eV. As for the SMILES: c1ccc(-c2ccccc2)cc1. As for the strongest force on any atom: 8.22 eV Å⁻¹.

---

3.
The following is a quantum chemistry calculation of a molecular structure, C12H10AsIrN4S4 at a distorted geometry, from the Open Molecules 2025 dataset.

Cartesian coordinates (Å):
Ir  1.2696  0.2224  -0.8262
S  -3.2638  1.9247  -0.3009
As  -3.4070  1.3156  1.6379
S  -0.2922  0.5345  0.7835
S  -0.0666  2.3194  1.7374
S  -1.9577  2.4625  2.8334
N  3.7683  -0.4909  -2.6840
C  2.8472  -0.2641  -2.0170
C  0.5569  -1.7193  -1.2109
C  -0.5876  -2.1872  -0.3938
C  -0.3868  -2.8959  0.7973
C  -1.4448  -3.3043  1.5846
C  -2.7543  -3.0163  1.1964
C  -2.9790  -2.3103  0.0133
C  -1.9098  -1.9080  -0.7626
C  -3.8581  -3.4488  2.0041
N  -4.7429  -3.8066  2.6486
H  0.2831  -1.7304  -2.2724
H  1.3991  -2.4055  -1.0863
H  0.6277  -3.1228  1.1026
H  -1.2693  -3.8478  2.5042
H  -3.9921  -2.0685  -0.2830
H  -2.0926  -1.3454  -1.6703
N  2.5408  4.2953  -1.0392
C  3.4666  3.8748  -0.1122
C  3.1756  2.5692  0.1287
N  2.0915  2.1984  -0.6295
C  1.7353  3.2492  -1.3232
H  2.4635  5.2149  -1.4321
H  4.2241  4.5269  0.2822
H  3.6511  1.8721  0.7948
H  0.9043  3.2924  -2.0054

Force components x, y, z for each atom (eV/Å):
0.01 0.21 -0.14
0.04 -0.13 0.07
-0.45 0.07 -0.37
0.06 -0.85 -0.08
-0.94 0.82 0.62
1.39 -0.13 -0.29
-0.03 0.01 -0.04
-0.10 0.05 0.27
0.05 -0.02 0.01
0.00 -0.05 -0.09
-0.04 -0.03 0.01
0.01 0.00 -0.03
-0.01 0.01 0.03
0.01 0.06 0.02
-0.02 0.02 0.04
0.00 0.00 -0.01
0.00 0.01 0.00
-0.01 -0.01 0.00
-0.01 -0.02 -0.02
0.01 0.04 0.01
0.00 0.00 0.00
0.00 -0.03 -0.01
0.02 0.02 0.01
0.00 0.00 -0.01
-0.02 0.00 0.03
-0.03 0.06 0.04
0.12 -0.10 -0.10
-0.07 0.04 0.08
0.00 0.00 0.00
0.00 0.00 -0.01
0.02 -0.02 -0.04
0.01 -0.01 -0.01

The energy above the lowest of the compared OMol25 structures with the same formula, charge and spin is 153.1 kJ/mol. Its spin multiplicity is 2. Its charge is -1. For the HOMO energy (alpha / beta), the calculation gives -4.340 / -4.768 eV. As for the expectation value of S²: 0.7585. As for the strongest force on any atom: 1.42 eV Å⁻¹.

---

4.
The following is a quantum chemistry calculation of a single C12H10BNO5S molecule at a distorted geometry, from the Open Molecules 2025 dataset.

Cartesian coordinates (Å):
O  1.4658  -3.7294  -1.1723
C  1.0410  -3.6972  -0.0280
O  1.2099  -4.7175  0.8606
C  0.3064  -2.5194  0.4788
C  0.3131  -1.3999  -0.3253
C  -0.4400  -0.2951  0.0301
N  -0.4141  0.9158  -0.6882
C  0.7777  1.4452  -1.2175
O  1.8393  0.9004  -1.0283
C  0.7106  2.6623  -2.0153
C  1.7397  3.1049  -2.7564
C  1.4649  4.3374  -3.4054
C  0.2518  4.8213  -3.1842
S  -0.6613  3.7229  -2.2039
C  -1.2177  -0.3336  1.2045
C  -1.0401  -1.3878  2.0719
B  -1.9597  -1.2112  3.3459
O  -1.7216  -2.0812  4.4361
O  -2.9006  -0.1545  3.3508
C  -0.3134  -2.5075  1.7193
H  1.7717  -5.4007  0.4311
H  0.8530  -1.3732  -1.2596
H  -1.2317  1.5509  -0.6773
H  2.6719  2.5813  -2.7071
H  2.1818  4.8516  -4.0485
H  -0.0956  5.7705  -3.5595
H  -1.8269  0.5140  1.5492
H  -1.0263  -2.7612  4.3588
H  -3.5521  -0.2374  4.0750
H  -0.1977  -3.3718  2.3646

Force components x, y, z for each atom (eV/Å):
-0.25 -0.49 1.39
0.78 -0.33 -1.39
0.25 0.15 -0.56
0.26 -0.48 0.63
-0.45 0.74 -0.71
-0.75 0.73 1.14
0.19 1.36 -1.21
-0.92 -1.18 0.96
0.38 -0.19 -0.12
-1.36 0.78 -0.38
0.49 0.44 0.12
2.23 -0.32 -0.86
-1.39 -0.07 0.45
0.07 0.26 0.20
1.29 0.54 -0.87
-2.13 0.43 0.85
0.86 -0.83 0.96
-0.82 0.88 -0.51
0.49 -1.89 0.90
0.38 -0.17 -0.19
-0.50 0.60 0.14
0.12 -0.23 0.11
0.78 -0.96 0.12
0.39 -0.09 -0.30
-0.14 -0.17 0.30
-0.46 -0.15 0.11
0.33 -0.36 -0.56
-0.57 0.79 -0.34
0.61 0.13 -0.38
-0.14 0.08 -0.01

The energy above the lowest of the compared OMol25 structures with the same formula, charge and spin is 23.3 kJ/mol. For the HOMO energy, the calculation gives -8.807 eV. As for the SMILES: O=C(O)c1cc(NC(=O)c2cccs2)cc(B(O)O)c1. As for the strongest force on any atom: 2.41 eV Å⁻¹.

---

5.
The following is a quantum chemistry calculation of a molecular structure, C12H10BrGdN3 at a distorted geometry, from the Open Molecules 2025 dataset.

Cartesian coordinates (Å):
C  -1.3564  -0.9459  -2.0600
C  -1.7669  -2.0738  -1.2727
C  -2.7495  -1.6014  -0.3036
H  -1.3270  -3.0679  -1.3665
C  -2.8898  -0.1814  -0.5029
C  -2.0364  0.2201  -1.5746
H  -1.9217  1.2279  -1.9837
H  -0.6851  -0.9175  -2.9015
H  -3.0314  -2.1731  0.5874
H  -3.5025  0.4901  0.1136
Gd  -0.6968  -1.0693  0.9277
Br  1.1054  -3.0017  1.0090
C  2.7305  1.5325  -0.3184
C  1.7978  2.2859  -1.1244
C  1.4605  1.4699  -2.2611
H  1.3006  3.2330  -0.8843
C  2.1836  0.2273  -2.1509
C  2.9760  0.2718  -0.9540
H  3.5690  -0.5488  -0.5044
H  3.0581  1.8585  0.6887
H  0.6790  1.6431  -3.0135
H  2.0633  -0.6746  -2.7712
N  -0.5275  0.8139  2.2889
C  -0.3373  0.9018  3.4811
N  -0.1238  0.9256  4.7282
C  -0.0342  0.0043  5.6530
N  0.0626  -0.8504  6.4700

Force components x, y, z for each atom (eV/Å):
-1.04 0.18 1.43
-0.57 1.08 -0.28
0.53 0.08 -1.47
-0.39 0.24 0.12
0.24 -0.33 -0.05
-0.08 -1.09 0.41
-0.11 -0.42 0.28
0.19 -0.27 0.00
-0.53 0.13 -0.56
0.29 -0.38 -0.36
0.66 1.15 -0.16
0.84 -0.92 0.04
0.34 -1.52 -0.07
-1.60 -1.35 -3.05
-0.04 1.94 1.93
0.47 -0.47 -0.05
0.90 -0.50 1.62
-0.24 0.68 0.45
-0.52 0.70 -0.57
-0.05 -0.40 -0.89
0.56 0.18 0.46
0.10 0.71 0.26
0.50 1.22 3.42
-0.33 -1.58 -2.16
-0.02 1.12 -0.08
0.16 -2.50 1.13
-0.25 2.32 -1.77

The energy above the lowest of the compared OMol25 structures with the same formula, charge and spin is 0.0 kJ/mol. Its spin multiplicity is 8. Its charge is -1. For the HOMO energy (alpha / beta), the calculation gives -3.366 / -5.436 eV. As for the expectation value of S²: 16.8046. As for the strongest force on any atom: 3.70 eV Å⁻¹.

---

6.
The following is a quantum chemistry calculation of a molecular structure, C12H10CeN2O5 at a distorted geometry, from the Open Molecules 2025 dataset.

Cartesian coordinates (Å):
Ce  -0.5994  -0.4364  -1.6193
C  -0.4437  -2.5305  -0.5441
O  -0.3072  -3.4341  0.1481
C  -1.5736  -1.8657  -3.0192
O  -2.0597  -2.6555  -3.6969
C  1.1318  -1.0800  -2.4679
O  2.1575  -1.3580  -2.9398
C  -2.4168  -0.3838  -0.7156
O  -3.4311  -0.2823  -0.1562
C  -1.0240  3.8328  -4.0142
H  -1.5984  4.2686  -3.1905
H  0.0650  3.9463  -4.0173
C  -1.6559  3.1121  -5.0043
H  -1.0782  2.6445  -5.8088
H  -2.7411  2.9670  -4.9820
N  0.6561  -1.3293  5.2563
C  -0.1004  -1.1721  4.1352
O  -1.3052  -1.4312  4.0421
C  0.6633  -0.5254  2.9494
C  1.9495  0.0097  2.9293
C  2.5003  0.4453  1.7473
C  1.7728  0.3246  0.5450
N  0.5618  -0.1115  0.6383
C  -0.0356  -0.5817  1.7160
H  0.1872  -1.7462  5.9848
H  1.6409  -1.1629  5.3756
H  2.4844  0.0519  3.8557
H  3.4917  0.8545  1.6943
H  2.1930  0.6235  -0.4474
H  -1.0849  -0.9944  1.6061

Force components x, y, z for each atom (eV/Å):
3.42 12.64 2.50
0.73 -5.67 3.70
-0.54 3.17 -2.65
-4.08 -6.72 -5.32
1.81 3.04 2.44
13.13 -6.45 -6.60
-4.59 1.69 2.15
-14.18 -1.05 6.90
4.67 -0.03 -2.47
-0.71 -1.47 -0.89
0.26 0.05 -0.42
-0.46 0.20 -0.07
0.87 0.39 1.56
-0.33 0.35 0.18
0.43 0.20 -0.19
-0.06 0.76 -2.57
-0.23 0.54 0.78
2.29 0.35 -0.40
-1.91 -1.02 -1.05
-0.85 -0.36 0.24
0.37 0.23 -1.61
2.83 1.21 1.37
-3.38 -1.63 -3.62
-0.12 -0.09 2.17
-1.10 -1.09 2.19
-0.08 0.02 -0.24
0.49 0.23 0.21
0.32 0.09 0.17
-0.30 -0.10 0.89
1.31 0.51 0.67

The energy above the lowest of the compared OMol25 structures with the same formula, charge and spin is 827.8 kJ/mol. Its spin multiplicity is 2. Its charge is +3. For the HOMO energy (alpha / beta), the calculation gives -17.938 / -18.034 eV. As for the expectation value of S²: 0.8134. As for the strongest force on any atom: 16.05 eV Å⁻¹.

---

7.
The following is a quantum chemistry calculation of a molecular structure, C12H10Cl2N5O7P2PtS at a distorted geometry, from the Open Molecules 2025 dataset.

Cartesian coordinates (Å):
Pt  0.3510  0.1933  -0.2313
Cl  -1.1920  0.7828  2.4321
C  -2.6495  1.2623  1.6713
C  -3.8137  1.2863  2.4239
C  -5.0128  1.6319  1.8313
C  -5.0682  1.9465  0.4853
C  -3.9104  1.9042  -0.2671
Cl  -4.0088  2.3496  -1.9372
C  -2.6729  1.5709  0.3089
S  -1.2889  1.7653  -0.7566
H  -3.7649  1.0276  3.4720
H  -5.9169  1.6548  2.4241
H  -5.9977  2.2287  0.0123
O  1.7349  -3.1745  1.6829
P  1.3438  -2.3405  0.4201
O  1.2236  -3.0750  -0.8437
O  0.1124  -1.4832  0.8750
O  2.4831  -1.1704  0.2425
P  2.8497  0.0624  1.2668
O  3.8655  0.8733  0.3462
O  3.3653  -0.3408  2.5620
O  1.5370  0.9173  1.2040
H  2.0739  -4.0558  1.4808
H  4.7787  0.7695  0.6448
N  -0.6353  -2.1284  -3.4521
C  -0.9192  -1.8932  -2.1787
N  -0.3287  -0.7553  -1.8587
C  0.3452  -0.3708  -2.9809
N  0.1728  -1.1817  -3.9822
C  1.1690  0.8368  -2.8840
C  1.8532  1.4646  -3.9098
N  2.5524  2.5714  -3.6924
C  2.5784  3.0657  -2.4643
C  1.9082  2.4676  -1.4029
N  1.2204  1.3573  -1.6376
H  -0.9115  -2.9222  -4.0111
H  -1.5030  -2.5251  -1.5320
H  1.8284  1.0604  -4.9138
H  3.1502  3.9703  -2.3037
H  1.9247  2.8379  -0.3873

Force components x, y, z for each atom (eV/Å):
0.74 -0.58 -1.05
0.02 0.19 0.21
-0.20 -0.04 0.07
0.16 -0.05 0.02
-0.11 0.00 0.06
0.04 0.03 -0.11
-0.13 -0.06 0.05
0.03 -0.02 -0.04
-0.01 -0.05 -0.39
-0.11 0.21 0.91
0.01 0.00 0.00
0.00 0.00 0.00
0.00 0.01 0.00
0.03 0.03 0.08
-0.29 -0.12 0.17
0.08 0.01 0.03
-0.08 0.00 0.10
-0.23 -0.13 -0.10
-0.07 0.35 0.42
0.00 -0.02 -0.05
0.02 -0.07 -0.09
0.06 0.10 -0.03
0.02 -0.01 -0.01
0.02 -0.01 0.01
0.04 0.05 -0.10
0.00 0.02 0.07
-0.02 -0.03 -0.07
0.10 0.25 -0.12
-0.08 -0.11 0.06
-0.10 0.01 0.03
-0.08 -0.11 0.05
0.04 0.05 0.01
0.06 0.09 -0.04
0.01 -0.08 0.00
0.02 0.10 -0.21
0.00 0.01 0.00
0.01 0.00 0.01
-0.01 -0.01 0.00
-0.01 0.00 0.02
0.00 0.00 0.00

The energy above the lowest of the compared OMol25 structures with the same formula, charge and spin is 125.6 kJ/mol. Its charge is +1. For the HOMO energy (alpha / beta), the calculation gives -12.030 / -12.030 eV. As for the strongest force on any atom: 1.41 eV Å⁻¹.

---

8.
The following is a quantum chemistry calculation of a single C12H10ClNO4S2 molecule at a distorted geometry, from the Open Molecules 2025 dataset.

Cartesian coordinates (Å):
O  1.5714  -1.9757  -2.1908
S  1.6600  -2.3087  -0.7993
O  2.6875  -3.2059  -0.3680
N  0.2187  -2.9295  -0.2261
C  -0.9781  -2.4538  -0.9120
C  -1.2165  -1.0291  -0.4914
C  -1.7622  -0.7610  0.7548
C  -1.9045  0.5389  1.2329
C  -1.4764  1.5546  0.4138
C  -0.9377  1.2930  -0.8480
C  -0.7986  0.0127  -1.3239
O  -0.5834  2.4718  -1.4422
C  -0.9219  3.4889  -0.5227
O  -1.4735  2.9027  0.6389
C  1.8000  -0.7892  0.1034
C  1.4588  -0.5325  1.3938
C  1.6865  0.8099  1.7591
C  2.2065  1.5333  0.7261
Cl  2.6173  3.1831  0.7599
S  2.4280  0.5835  -0.7117
H  0.2932  -3.9339  -0.1689
H  -1.8141  -3.0891  -0.6142
H  -0.8421  -2.5098  -1.9981
H  -2.0767  -1.5842  1.3769
H  -2.3250  0.7444  2.2025
H  -0.3606  -0.1833  -2.2884
H  -0.0194  4.0595  -0.2542
H  -1.6604  4.1679  -0.9782
H  1.0490  -1.2787  2.0474
H  1.4740  1.2202  2.7287

Force components x, y, z for each atom (eV/Å):
-0.15 0.26 -0.04
0.04 -0.21 0.73
-0.09 -0.13 0.14
0.81 0.10 -0.15
-0.21 0.39 -0.22
-0.46 0.10 -0.04
-0.02 -0.05 -0.20
0.01 0.30 -0.04
0.23 -0.28 -0.55
-0.29 -0.04 0.61
-0.22 0.30 -0.01
0.09 -0.43 -0.19
0.15 1.25 -0.18
-0.14 -0.34 0.31
0.06 -0.29 -0.41
0.08 -0.26 -0.20
0.19 0.23 -0.27
-0.05 -0.73 -0.28
0.11 0.31 -0.05
-0.01 0.42 0.48
0.22 -0.21 0.01
0.12 -0.01 -0.01
-0.18 -0.06 0.12
-0.03 -0.14 0.11
-0.07 0.03 0.15
0.08 -0.03 -0.14
-0.18 -0.22 -0.04
0.11 -0.24 0.09
-0.15 -0.16 0.12
-0.03 0.13 0.16

The energy above the lowest of the compared OMol25 structures with the same formula, charge and spin is 0.0 kJ/mol. For the HOMO energy, the calculation gives -8.264 eV. As for the SMILES: O=S(=O)(NCc1ccc2c(c1)OCO2)c1ccc(Cl)s1. As for the strongest force on any atom: 1.27 eV Å⁻¹.